Version P
# C45H43BrIrN6O6P

A molecular structure, C45H43BrIrN6O6P (wB97M-V/def2-TZVPD, OMol25).

Atoms and positions in Å:
Ir -0.0102 -1.2236 1.2930
Br 5.3345 2.8870 4.4893
C 4.1426 1.5772 3.8357
C 4.6060 0.2580 3.6556
C 3.7791 -0.7298 3.1988
C 2.4312 -0.4406 2.8712
O 1.7027 -1.4060 2.4183
C 1.9700 0.8885 3.0729
C 0.5999 1.1860 2.9489
N -0.3167 0.3608 2.5245
C -1.6776 0.6719 2.7114
C -2.1730 1.4748 3.7073
C -3.5532 1.7500 3.7666
C -4.4123 1.2260 2.8441
C -3.9294 0.3689 1.8288
C -4.7594 -0.2033 0.8385
C -4.1969 -1.0182 -0.0963
C -2.8243 -1.3082 -0.0329
N -2.0258 -0.8222 0.8896
C -2.5609 0.0614 1.7936
C 2.8477 1.8882 3.5571
H 5.6412 0.0342 3.8779
H 4.1340 -1.7393 3.0466
H 0.2616 2.1653 3.2786
H -1.5196 1.8800 4.4681
H -3.9246 2.3845 4.5595
H -5.4713 1.4444 2.8835
H -5.8190 0.0178 0.8334
H -4.7786 -1.4712 -0.8857
H -2.4040 -1.9680 -0.7740
H 2.4705 2.8906 3.7152
C -1.1759 -3.3962 4.8015
C -1.5298 -4.6340 4.2776
C -1.4456 -4.8514 2.9165
C -1.0254 -3.8199 2.0753
C -0.6832 -2.5703 2.5996
C -0.7471 -2.3706 3.9737
C -0.8605 -3.9549 0.6307
C -1.1514 -5.1456 -0.0796
C -0.9677 -5.1851 -1.4234
C -0.5305 -4.0270 -2.1114
C -0.3581 -4.0049 -3.5125
C 0.0172 -2.8528 -4.1444
C 0.2043 -1.6761 -3.3947
C 0.0502 -1.6672 -2.0343
C -0.2844 -2.8596 -1.3640
N -0.4229 -2.8715 0.0065
H -1.2258 -3.2323 5.8703
H -1.8532 -5.4296 4.9343
H -1.6912 -5.8265 2.5187
H -0.4464 -1.4266 4.4080
H -1.5040 -6.0100 0.4607
H -1.1733 -6.0884 -1.9841
H -0.5325 -4.9157 -4.0713
H 0.1535 -2.8358 -5.2168
H 0.4760 -0.7579 -3.9001
H 0.1628 -0.7465 -1.4725
O 1.9468 -2.2116 0.1117
C 2.3221 -1.0670 -0.2544
O 1.6406 -0.0459 0.0387
C 3.5692 -0.9258 -1.0507
C 4.3254 -2.0505 -1.3526
C 5.4869 -1.9580 -2.1215
C 5.8331 -0.7050 -2.5643
O 6.9143 -0.3480 -3.3091
C 6.7690 1.0483 -3.5787
O 5.6694 1.5279 -2.8063
C 5.0796 0.4204 -2.2617
C 3.9422 0.3493 -1.5064
H 3.9977 -3.0103 -0.9793
H 6.0904 -2.8236 -2.3537
H 6.5579 1.1884 -4.6419
H 7.6773 1.5678 -3.2766
H 3.3629 1.2216 -1.2420
C -3.5914 3.0643 -2.7695
N -2.7520 2.0624 -2.1254
C -2.6596 0.8382 -2.9058
P -1.4007 2.4624 -1.2287
O -0.8974 1.2932 -0.4684
N -1.9449 3.7717 -0.3617
C -3.2010 3.6603 0.3710
C -0.9550 4.5561 0.3669
N -0.1763 3.0794 -2.1524
C 1.0552 2.3375 -2.3669
C -0.3990 4.1739 -3.0807
H -4.6338 2.7352 -2.7550
H -3.3023 3.2189 -3.8151
H -3.5255 4.0175 -2.2516
H -3.6535 0.3980 -3.0214
H -2.0138 0.1211 -2.4054
H -2.2578 1.0265 -3.9095
H -3.8191 2.8660 -0.0423
H -3.7559 4.6002 0.3155
H -3.0145 3.4356 1.4272
H -0.0349 4.6379 -0.2063
H -0.7241 4.1002 1.3380
H -1.3463 5.5594 0.5443
H 1.1398 1.5410 -1.6309
H 1.9143 3.0053 -2.2515
H 1.0947 1.9176 -3.3792
H -1.2702 4.7563 -2.7850
H -0.5455 3.8162 -4.1060
H 0.4666 4.8410 -3.0789

The spin multiplicity is 2. The value obtained for the molar mass is 1067.0 g/mol. As for the orbital gap (spin up / spin down): 6.49 / 5.71 eV. Its expectation value of S² is 0.756. As for the charge: +1.

Löwdin atomic charge list, values in e, 8 entries:
1. Ir 1.64
2. Br 0.76
3. C -0.69
4. C -0.09
5. C 0.03
6. C -0.31
7. O -0.15
8. C -0.13

Version Q
# C45H43BrIrN6O6P

A molecular structure, C45H43BrIrN6O6P (wB97M-V/def2-TZVPD, OMol25).

Atoms and positions in Å:
Ir -0.2074 -0.5885 0.2280
Br -4.5392 3.7389 4.1764
C -3.3008 2.4293 3.5986
C -2.0608 2.3141 4.2413
C -1.1371 1.4117 3.7810
C -1.3955 0.5970 2.6564
O -0.4972 -0.2558 2.2642
C -2.6754 0.6825 2.0560
C -3.0629 -0.1338 0.9530
N -2.3157 -0.8695 0.1939
C -2.9580 -1.5474 -0.8794
C -4.1340 -1.0358 -1.4425
C -4.9077 -1.7913 -2.3098
C -4.5826 -3.1080 -2.5513
C -3.3857 -3.6428 -2.0454
C -3.0472 -5.0146 -2.1783
C -1.8844 -5.4947 -1.5711
C -0.9687 -4.6221 -1.0627
N -1.1936 -3.2424 -1.1055
C -2.4993 -2.7895 -1.3398
C -3.6150 1.6052 2.5536
H -1.8379 2.9363 5.0973
H -0.1715 1.3019 4.2572
H -4.1302 -0.1230 0.7478
H -4.4372 -0.0252 -1.2040
H -5.7874 -1.3554 -2.7642
H -5.2326 -3.7480 -3.1334
H -3.7223 -5.6776 -2.7002
H -1.6807 -6.5552 -1.5266
H -0.0050 -4.9362 -0.6914
H -4.5879 1.6840 2.0829
C 0.8584 -1.3892 -3.5380
C 2.1326 -1.5384 -3.0008
C 2.2906 -2.1079 -1.7530
C 1.1882 -2.5555 -1.0299
C -0.1049 -2.4399 -1.5843
C -0.2457 -1.8434 -2.8476
C 1.3150 -3.0060 0.3633
C 2.4172 -3.7420 0.8284
C 2.4901 -4.0399 2.1587
C 1.4315 -3.6816 3.0199
C 1.4057 -4.0531 4.3825
C 0.3185 -3.7647 5.1559
C -0.7900 -3.0992 4.5934
C -0.7901 -2.7136 3.2831
C 0.3324 -2.9751 2.4693
N 0.3346 -2.6071 1.1588
H 0.7275 -0.9555 -4.5201
H 3.0004 -1.1985 -3.5502
H 3.2727 -2.1614 -1.3045
H -1.2276 -1.8005 -3.3006
H 3.1868 -4.0497 0.1351
H 3.3434 -4.5717 2.5617
H 2.2518 -4.5917 4.7903
H 0.2957 -4.0710 6.1927
H -1.6560 -2.9052 5.2124
H -1.6459 -2.2250 2.8429
O 0.8575 1.5383 0.7674
C 1.9199 0.8930 0.8555
O 1.9691 -0.3058 0.3985
C 3.1246 1.4636 1.5041
C 3.2299 2.8289 1.7200
C 4.3461 3.3755 2.3528
C 5.3145 2.4984 2.7760
O 6.4788 2.7736 3.4202
C 7.1049 1.5193 3.6812
O 6.3059 0.5006 3.0856
C 5.2056 1.1262 2.5713
C 4.1297 0.5777 1.9306
H 2.4262 3.4726 1.3895
H 4.4541 4.4391 2.5119
H 7.1665 1.3560 4.7603
H 8.1035 1.5090 3.2413
H 4.0384 -0.4859 1.7626
C -0.7917 4.7790 -1.4518
N -1.0265 3.3798 -1.1394
C -1.7049 3.1360 0.1178
P -0.6238 2.1541 -2.1693
O -0.8476 0.8112 -1.5404
N 0.8936 2.5747 -2.6921
C 1.9024 3.0028 -1.7286
C 1.4587 1.9561 -3.8856
N -1.4901 2.1929 -3.5915
C -2.7464 1.4623 -3.6724
C -1.4292 3.3353 -4.4904
H -0.2364 5.2566 -0.6388
H -1.7370 5.3163 -1.5740
H -0.2115 4.8741 -2.3655
H -1.1003 3.4864 0.9603
H -1.8534 2.0710 0.2362
H -2.6739 3.6452 0.1441
H 1.4321 3.2770 -0.7894
H 2.4510 3.8608 -2.1270
H 2.6198 2.2011 -1.5277
H 0.6754 1.4659 -4.4571
H 2.2202 1.2194 -3.6155
H 1.9323 2.7174 -4.5116
H -2.7524 0.6650 -2.9348
H -2.8528 1.0198 -4.6666
H -3.6086 2.1191 -3.5051
H -0.4668 3.8345 -4.4128
H -2.2239 4.0605 -4.2824
H -1.5555 2.9884 -5.5190

The spin multiplicity is 2. The value obtained for the molar mass is 1067.0 g/mol. As for the orbital gap (spin up / spin down): 5.13 / 6.60 eV. Its expectation value of S² is 0.790. As for the charge: +1.

Löwdin atomic charge list, values in e, 8 entries:
1. Ir 1.52
2. Br 0.76
3. C -0.69
4. C -0.09
5. C 0.02
6. C -0.34
7. O -0.18
8. C -0.16

Top of the stability list: version P, leading by 0.0923 hartree.

Version P
# H12LiO6

A molecular structure, H12LiO6 (wB97M-V/def2-TZVPD, OMol25).

Atoms and positions in Å:
Li 0.2424 -0.0993 -0.0921
O 0.9824 -1.7883 0.9189
H 1.5144 -2.3733 0.2759
H 1.6404 -1.6593 1.6909
O 0.3034 0.9337 1.8659
H -0.2796 0.8097 2.6179
H 1.0664 1.4877 2.1609
O 2.0894 0.3207 -0.7911
H 2.1384 0.3457 -1.7411
H 2.7454 1.0197 -0.5571
O -0.7006 -1.0893 -1.9481
H -0.8476 -0.4073 -2.7531
H -1.5626 -1.2813 -1.6721
O -0.7596 1.6727 -0.9211
H -0.2826 2.0087 -1.6741
H -0.2976 2.1227 -0.1681
O -2.3366 -0.7293 0.7339
H -3.1186 -0.4003 0.4439
H -2.5366 -0.8933 1.6099

The value obtained for the molar mass is 115.0 g/mol. As for the orbital gap: 11.80 eV. As for the charge: +1.

Löwdin atomic charge list, values in e, 8 entries:
1. Li 0.70
2. O -0.16
3. H 0.10
4. H 0.10
5. O -0.08
6. H 0.07
7. H 0.09
8. O -0.09

Version Q
# H12LiO6

A molecular structure, H12LiO6 (wB97M-V/def2-TZVPD, OMol25).

Atoms and positions in Å:
Li 18.1760 -10.9503 -15.1391
O 16.6649 -11.2334 -13.5456
H 16.6580 -11.1531 -12.5840
H 15.7434 -11.1295 -13.8154
O 18.7722 -13.0649 -15.0837
H 19.2784 -13.6918 -15.6131
H 18.4114 -13.5876 -14.3545
O 18.9031 -9.4818 -13.8882
H 18.4651 -8.9790 -13.1908
H 19.7725 -9.0648 -13.9968
O 18.6715 -11.1091 -17.1114
H 18.5376 -10.3132 -17.6415
H 19.2488 -11.6707 -17.6408
O 21.2791 -10.7868 -15.1641
H 21.8718 -11.5221 -15.3610
H 20.9207 -11.0014 -14.2935
O 16.9419 -9.3673 -15.8295
H 17.4781 -8.5665 -15.7561
H 16.0618 -9.0547 -16.0738

The value obtained for the molar mass is 115.0 g/mol. As for the orbital gap: 11.67 eV. As for the charge: +1.

Löwdin atomic charge list, values in e, 8 entries:
1. Li 0.73
2. O -0.07
3. H 0.07
4. H 0.07
5. O -0.08
6. H 0.06
7. H 0.06
8. O -0.09

Top of the stability list: version Q, leading by 0.0266 hartree.

Version P
# C2HN5O

A single C2HN5O molecule (wB97M-V/def2-TZVPD, OMol25).

Atoms and positions in Å:
C -0.6745 -0.2048 -0.0757
C 0.3667 0.8283 -0.0306
H 2.4225 0.2207 0.0248
N 1.1335 -1.3285 0.0069
N -0.1344 -1.4995 -0.0074
N -1.9457 -0.0713 -0.0492
N -3.0531 0.0558 0.0750
N 1.4846 -0.0360 0.0560
O 0.4003 2.0353 0.0001

The value obtained for the molar mass is 111.1 g/mol. As for the orbital gap: 8.91 eV. As for the charge: 0.

Löwdin atomic charge list, values in e, 8 entries:
1. C -0.27
2. C -0.40
3. H 0.13
4. N -0.02
5. N 0.06
6. N 0.03
7. N 0.31
8. N 0.08

Version Q
# C2HN5O

A single C2HN5O molecule (wB97M-V/def2-TZVPD, OMol25).

Atoms and positions in Å:
O -2.0264 0.0536 -1.1686
C -1.1045 -0.3034 -0.4433
N -0.0787 -1.1829 -0.7261
C 0.9435 -0.6221 -0.3563
N 1.1221 0.8362 -0.1162
N 0.5385 1.5263 0.6480
N -0.3452 0.9711 1.5378
N -0.9433 -0.0911 1.1059
H 1.8941 -1.1877 -0.4813

The value obtained for the molar mass is 111.1 g/mol. As for the orbital gap: 8.00 eV. As for the charge: 0. As for the structure (SMILES): O=c1ncnnnn1.

Löwdin atomic charge list, values in e, 8 entries:
1. O 0.13
2. C -0.47
3. N 0.16
4. C -0.17
5. N 0.07
6. N -0.04
7. N 0.03
8. N 0.14

Top of the stability list: version P, leading by 0.1066 hartree.

Version P
# CHF2IO

A single CHF2IO molecule (wB97M-V/def2-TZVPD, OMol25).

Atoms and positions in Å:
F 1.4041 0.2025 -1.2748
C 0.2176 -0.3819 -0.7624
F -0.6776 -0.1649 -1.7818
O 0.2290 -1.6691 -0.5228
I 0.6991 -2.6878 -2.6094
H -0.0564 0.3350 0.1445

The value obtained for the molar mass is 193.9 g/mol. As for the orbital gap: 7.57 eV. As for the charge: 0. As for the structure (SMILES): FC(F)OI.

Here is what Löwdin gives for the atomic charges, in e:
1. F -0.04
2. C -0.65
3. F -0.04
4. O -0.30
5. I 0.82
6. H 0.21

Version Q
# CHF2IO

A single CHF2IO molecule (wB97M-V/def2-TZVPD, OMol25).

Atoms and positions in Å:
C 0.0991 0.6038 0.2991
O 0.9808 -0.3428 0.4684
F 0.4726 1.8067 0.7507
F 0.0742 0.8470 -1.2615
I 2.7322 0.3341 -0.1481
H -0.8518 0.4483 0.6011

The value obtained for the molar mass is 193.9 g/mol. As for the orbital gap: 8.96 eV. As for the charge: 0.

Here is what Löwdin gives for the atomic charges, in e:
1. C -0.54
2. O -0.53
3. F 0.01
4. F -0.17
5. I 1.11
6. H 0.13

Version R
# CHF2IO

A single CHF2IO molecule (wB97M-V/def2-TZVPD, OMol25).

Atoms and positions in Å:
F 0.2801 0.2263 -1.2699
C 0.5680 0.1322 -0.0253
F 0.7266 1.2840 0.5124
O -0.6907 -0.7266 0.8029
I -2.4491 -0.5440 -0.0476
H 1.5651 -0.3718 0.0275

The value obtained for the molar mass is 193.9 g/mol. As for the orbital gap: 8.80 eV. As for the charge: 0. As for the structure (SMILES): FC(F)OI.

Here is what Löwdin gives for the atomic charges, in e:
1. F 0.09
2. C -0.48
3. F 0.15
4. O -0.81
5. I 0.88
6. H 0.17

Top of the stability list: version Q, leading by 0.0105 hartree.